Below is a cluster of 9 separate species, C32H68NO16 in total, with properties calculated with ωB97M-V with the def2-TZVPD basis set.

```
! RIJCOSX wB97M-V def2-TZVPD def2/J DEFGRID3
* xyz 1 1
N 27.76 23.88 12.78
H 28.38 23.22 12.32
H 26.76 23.79 12.86
H 27.95 24.67 12.32
H 28.18 23.94 13.77
O 28.90 25.52 10.24
C 28.78 24.77 9.29
O 29.83 24.14 8.63
C 31.15 24.27 8.94
C 32.04 23.69 7.90
C 27.36 24.49 8.69
H 31.33 23.89 9.71
H 31.43 25.08 9.11
H 32.04 22.61 8.09
H 33.05 24.22 8.23
H 31.79 23.99 6.82
H 27.09 23.66 8.33
H 27.28 25.19 7.78
H 26.60 24.71 9.21
O 21.20 18.62 13.49
C 22.49 18.52 13.62
O 23.34 19.52 13.75
C 22.91 20.82 13.52
C 24.18 21.61 13.92
C 23.10 16.99 13.51
H 21.91 20.92 14.01
H 22.68 20.82 12.36
H 24.62 21.20 14.98
H 23.95 22.60 13.99
H 25.03 21.52 13.25
H 23.08 16.58 14.52
H 24.06 17.10 13.36
H 22.48 16.49 12.66
O 30.53 24.40 13.67
C 31.68 24.24 13.31
O 32.46 25.06 12.56
C 31.99 26.40 12.25
C 32.86 27.13 11.24
C 32.28 22.85 13.29
H 31.91 27.04 13.10
H 31.02 26.20 11.71
H 33.17 26.71 10.30
H 33.69 27.21 11.67
H 32.64 28.24 11.16
H 31.61 22.03 13.84
H 33.15 22.85 13.81
H 32.71 22.59 12.26
O 25.45 24.20 15.15
C 25.09 24.64 16.24
O 23.90 24.87 16.72
C 22.70 24.71 15.98
C 21.52 25.13 16.89
C 26.29 24.86 17.20
H 22.54 23.95 15.27
H 22.64 25.44 15.08
H 21.42 24.40 17.71
H 20.64 25.23 16.28
H 21.82 26.14 17.12
H 26.26 23.90 17.77
H 26.13 25.69 17.99
H 27.26 25.07 16.70
O 26.24 22.21 10.74
C 25.22 21.59 10.44
O 24.02 21.97 10.09
C 23.63 23.31 10.41
C 22.21 23.60 9.67
C 25.45 20.12 10.32
H 24.29 23.93 10.01
H 23.69 23.65 11.40
H 21.30 22.91 10.06
H 22.19 23.26 8.75
H 21.87 24.57 9.59
H 24.98 19.69 9.40
H 25.02 19.47 11.02
H 26.46 19.88 10.56
O 25.80 25.92 11.56
C 25.09 26.86 11.81
O 25.01 27.98 11.26
C 25.52 28.11 9.90
C 24.74 29.32 9.30
C 24.33 26.74 13.24
H 25.27 27.11 9.48
H 26.71 28.18 9.77
H 25.03 30.16 9.74
H 23.68 29.25 9.02
H 25.01 29.36 8.21
H 24.85 27.31 14.16
H 24.22 25.62 13.63
H 23.42 27.31 13.16
O 28.16 26.20 14.63
C 29.11 27.00 14.74
O 29.47 27.98 13.82
C 28.50 28.36 12.73
C 29.29 29.29 11.84
C 30.08 27.07 15.89
H 27.81 29.04 13.15
H 28.19 27.44 12.19
H 28.69 29.70 11.00
H 30.00 28.83 11.29
H 29.50 30.27 12.18
H 31.06 26.43 15.53
H 29.67 26.70 16.75
H 30.45 27.93 16.05
O 27.40 21.48 14.28
C 27.69 20.84 15.32
O 27.64 19.54 15.50
C 26.98 18.74 14.57
C 26.83 17.30 15.08
C 28.05 21.45 16.66
H 27.46 18.65 13.55
H 25.98 19.20 14.45
H 27.90 17.18 15.17
H 26.29 16.53 14.35
H 26.36 17.18 16.10
H 28.36 22.39 16.24
H 28.86 21.12 17.20
H 27.34 21.80 17.34
*
```

Properties
LUMO energy ... -0.0597 Eh
Relative energy (zero: lowest compared OMol25 entry of this formula, charge and spin) ... 359.72 kJ/mol
HOMO-LUMO gap ... 10.0 eV